14
Properties=species:S:1:pos:R:3:forces:R:3 method="wB97M-V/def2-TZVPD" e_lumo_ev="2.60 / 3.06" total_charge=-1 spin_multiplicity=2
O 2.0644 -2.0326 -1.3986 0.416 -0.386 0.112
C 1.0882 -1.2549 -1.6428 0.022 0.724 0.899
C 0.8843 0.0197 -1.1174 0.585 -0.097 -1.372
H 0.2817 0.6986 -1.7301 -0.302 -0.256 0.479
H 0.2564 -1.6752 -2.2452 0.080 0.141 -0.191
H 1.7249 0.5102 -0.6140 -0.202 -0.236 0.049
K 4.6169 -2.4848 -0.7031 -0.486 0.084 -0.128
C -1.3539 1.5141 1.4113 0.416 -3.673 0.974
C -0.8551 0.3014 0.9786 -1.933 1.015 2.295
O -2.6265 1.9266 1.0980 -1.407 0.420 -0.519
H -1.0893 1.8304 2.4296 0.827 0.685 -0.740
H -1.5476 -0.4157 0.5136 0.674 0.636 -0.683
H -0.1521 -0.1956 1.6525 0.432 0.469 -0.774
H -3.2923 1.2576 1.3676 0.877 0.476 -0.400


14
Properties=species:S:1:pos:R:3:forces:R:3 method="wB97M-V/def2-TZVPD" e_lumo_ev=0.07 total_charge=0
O -0.4651 0.7025 -0.6561 1.441 0.586 -1.381
C -1.5696 -0.0792 -0.7521 -1.199 -0.920 -0.050
C -1.6933 -1.2414 -0.0926 0.142 0.215 -1.152
H -0.8145 -1.8374 0.1734 -0.336 0.508 0.601
H -2.3764 0.3375 -1.3608 0.026 0.043 0.395
H -2.6681 -1.7294 -0.0857 0.338 0.118 -0.069
Li 0.4491 0.3217 0.9782 1.023 0.037 -0.529
C 2.5128 -0.4508 1.0571 0.123 0.158 -4.401
C 1.9426 -1.6115 0.6098 -0.157 -1.102 1.569
O 2.2455 0.6140 0.2765 0.028 -0.091 2.770
H 3.4094 -0.5332 1.7047 -0.754 0.571 0.306
H 1.2742 -1.6815 -0.2573 0.477 0.353 0.269
H 2.2027 -2.5555 1.0932 -0.212 0.135 -0.050
H -0.0108 0.9657 -1.5199 -0.940 -0.609 1.721


15
Properties=species:S:1:pos:R:3:forces:R:3 method="wB97M-V/def2-TZVPD" e_lumo_ev=0.07 total_charge=0
H 0.7627 -1.8376 -0.1414 -0.109 0.037 0.098
O -0.5279 0.3278 0.4716 -0.423 0.397 -0.355
C 0.7530 0.2535 0.1202 0.354 -0.498 2.378
O 1.3400 1.3170 -0.0342 -0.600 0.121 -0.198
Li 2.8959 0.7663 -0.5364 1.091 -0.917 -0.616
O 2.5284 -1.0499 -0.6906 1.416 0.736 0.920
C 1.5290 -1.1026 0.2163 -2.430 -0.354 -2.309
H 1.6064 -1.4789 1.2655 0.678 0.883 -0.047
C -1.5512 -0.4149 -0.2168 0.160 -0.635 0.055
H -1.2309 -0.5938 -1.2527 -0.082 -0.017 0.273
H -1.6877 -1.3863 0.2786 0.079 0.230 -0.095
C -2.8162 0.4075 -0.1659 -0.320 0.138 -0.140
H -2.9129 0.9109 0.8053 0.040 -0.201 -0.255
H -2.8201 1.1656 -0.9606 -0.023 -0.128 0.307
H -3.6847 -0.2500 -0.3052 0.169 0.208 -0.016


12
Properties=species:S:1:pos:R:3:forces:R:3 method="wB97M-V/def2-TZVPD" e_lumo_ev=0.82 total_charge=0
C 0.9440 2.4668 -0.0218 1.113 1.645 0.483
C 0.2908 1.1423 0.0026 0.120 0.127 -0.070
C -0.2738 0.0744 -0.0390 1.121 2.408 -0.369
C -0.8913 -1.1738 -0.2759 -1.521 -1.950 -0.012
H 0.4184 3.1699 0.9611 1.859 -1.890 -3.341
H 2.2668 2.3112 0.2123 -4.337 0.749 -0.862
H 0.7241 2.9774 -1.1998 0.885 -1.271 3.901
H -1.0847 -1.4114 -1.3198 0.272 0.586 -0.400
H -1.9124 -1.1868 0.1451 0.343 0.032 0.061
H 0.8429 -2.2341 0.1024 -1.173 -0.069 0.439
H -0.3955 -2.3565 1.2945 0.918 -0.123 -1.606
N -0.1825 -2.3325 0.2584 0.400 -0.242 1.777


12
Properties=species:S:1:pos:R:3:forces:R:3 method="wB97M-V/def2-TZVPD" e_lumo_ev=-2.27 total_charge=0
C 0.0134 1.7932 -0.2868 -1.273 -2.565 0.588
C -0.0375 -0.6135 -0.1376 -0.792 1.429 -0.756
C -0.3420 -1.7615 -0.8437 0.529 -1.801 0.212
C 0.3038 -0.5542 1.2095 0.920 -1.021 4.143
N -0.2412 0.4657 -0.8531 0.408 2.244 -2.642
H 0.9219 1.8296 0.2926 0.478 -0.263 1.032
H 0.2587 2.4963 -1.0501 -0.963 0.669 -0.761
H -0.9056 1.9499 0.3746 1.210 0.812 -0.533
H -0.5834 -1.8227 -1.9350 0.065 0.820 1.193
H -0.2809 -2.7569 -0.3745 -0.013 0.516 0.064
H 0.4335 0.4835 1.7636 -0.314 -2.610 -1.376
H 0.4591 -1.5094 1.8405 -0.255 1.770 -1.164


12
Properties=species:S:1:pos:R:3:forces:R:3 method="wB97M-V/def2-TZVPD" e_lumo_ev=0.86 total_charge=0
C 1.1099 -0.6939 -0.5574 1.196 -0.787 0.224
C -0.4085 -0.6362 -0.4329 -1.475 1.313 0.429
C -0.9407 0.4292 0.6208 0.742 0.269 1.011
C -0.1231 1.6965 0.7094 -0.663 -0.117 -1.196
H 1.6503 -0.9187 0.4387 -1.153 0.204 -1.354
H 1.6048 0.2403 -0.9153 -0.656 -0.701 -0.003
H 1.3368 -1.5609 -1.2477 0.094 1.101 0.642
H -0.7888 -1.6232 -0.1193 0.093 0.415 -0.085
H -1.0063 -0.3538 -1.3703 1.431 -0.562 0.888
H -0.9134 0.1392 1.6836 0.281 -0.802 -0.346
H -2.0198 0.6117 0.5087 0.478 0.433 -0.461
N 0.4986 2.6696 0.6817 -0.368 -0.765 0.251


13
Properties=species:S:1:pos:R:3:forces:R:3 method="wB97M-V/def2-TZVPD" e_lumo_ev="1.15 / 1.11" total_charge=0 spin_multiplicity=2
C 1.1022 -1.5930 0.0354 0.215 0.434 -0.722
C 0.2755 -0.3442 0.0202 -0.734 -0.326 0.194
C -1.0614 -0.3170 0.1770 -0.003 0.171 -0.262
N -1.5170 0.9955 0.0300 0.143 -0.181 -0.233
C -0.3917 1.8398 -0.0979 -0.581 -0.235 0.437
N 0.7055 0.9620 -0.1401 0.577 -0.059 -0.093
H 0.5013 -2.3687 -0.4249 -0.205 -0.323 0.306
H 1.3900 -1.8704 1.0444 0.221 -0.121 0.016
H 1.9756 -1.5525 -0.6316 -0.001 0.298 0.412
H -1.7339 -1.1456 0.3020 -0.040 -0.027 0.012
H -2.4397 1.2963 0.2726 0.103 0.117 0.169
H -0.4602 2.8957 -0.2355 0.381 0.078 -0.203
H 1.6538 1.2022 -0.3517 -0.077 0.173 -0.035


13
Properties=species:S:1:pos:R:3:forces:R:3 method="wB97M-V/def2-TZVPD" e_lumo_ev=-5.15 total_charge=+1
C 1.6770 -0.8659 0.1732 -2.968 1.711 -1.062
C -1.0626 0.5975 0.1338 1.639 -1.225 2.565
C -0.9220 -0.9690 0.0105 -2.931 -0.562 -0.318
C 0.3947 0.6007 -0.5311 0.790 1.756 -2.372
N 0.4296 -0.8617 -0.4649 2.250 -0.569 -0.878
N 1.7332 0.4762 0.1344 -3.186 -2.341 0.004
H 2.2907 -1.7060 0.5496 -0.285 0.867 -0.183
H -1.7555 0.9979 -0.5217 -1.190 0.878 -1.359
H -1.3254 0.9929 1.2009 1.156 -0.651 -1.945
H -1.0785 -1.4868 0.9412 0.192 -0.358 0.228
H -1.5598 -1.4446 -0.7961 0.603 0.616 1.074
H 0.4148 1.4365 -1.8602 0.249 -2.861 3.989
H 2.4029 1.1268 0.1365 3.683 2.739 0.257


13
Properties=species:S:1:pos:R:3:forces:R:3 method="wB97M-V/def2-TZVPD" e_lumo_ev="-5.84 / -5.86" total_charge=+1
C 0.4065 -0.1258 -1.8482 0.304 0.781 -3.038
C 2.5627 0.1719 -3.5861 0.363 -0.305 0.411
C -0.6515 -0.6276 0.2625 -0.836 -0.028 1.741
C -1.4493 0.1023 2.4668 -2.754 2.467 -0.943
N 0.1181 -0.3450 -0.7433 0.549 -0.556 0.538
N -0.7122 0.2891 1.1945 -1.720 -1.909 1.233
H 3.3992 0.6076 -3.0127 -0.184 0.010 -0.584
H 2.5952 0.1603 -4.6789 0.196 0.232 0.148
H -1.1782 -1.6548 0.1977 0.580 1.951 0.877
H -0.8066 0.1622 3.2455 2.611 0.418 2.246
H -2.2306 0.9605 2.7387 1.479 -1.882 -1.328
H -1.8614 -0.8608 2.5998 -0.819 -0.994 -0.645
H -0.1918 1.1599 1.1637 0.230 -0.184 -0.656


13
Properties=species:S:1:pos:R:3:forces:R:3 method="wB97M-V/def2-TZVPD" e_lumo_ev="-6.73 / -5.72" total_charge=+1
C 1.7595 -0.4309 0.6625 0.404 -2.267 -0.516
C -0.8729 0.7691 0.2813 -0.429 -1.388 1.801
C -1.3429 -0.7193 0.3471 -1.295 1.119 -2.806
C 0.1773 0.2297 -0.6798 -0.915 -0.376 -0.979
N -0.2535 -1.1928 -0.3628 3.544 0.436 -0.145
N 1.5473 0.3221 -0.3224 0.236 2.021 0.270
H 2.7240 -0.8454 0.9500 0.069 0.466 0.686
H -1.6810 1.2344 -0.2465 0.096 1.607 0.562
H -0.4797 1.0717 1.2722 -0.372 0.675 -0.859
H -1.7360 -1.4245 1.0159 -0.700 -0.270 1.606
H -2.0799 -0.6506 -0.5313 0.012 -0.743 0.838
H 0.0773 0.5338 -1.7067 -0.350 -0.015 -0.591
H 2.1605 1.1028 -0.6795 -0.300 -1.262 0.131


ΔE to the lowest compared entry with this formula, charge and spin (eV)
0.862, 0.626, 0.000, 3.763, 5.518, 0.536, 0.165, 5.928, 8.910, 7.775
E (eV)
-24678.61677, -8559.86316, -10608.86706, -5747.65411, -5745.89899, -5750.88110, -7239.33592, -7229.81031, -7226.82779, -7227.96324